Record 1
This record from OMol25 describes a gas-phase ion, C10H13ClN3 (charge +1). The level of theory is ωB97M-V/def2-TZVPD.

Summary:
HOMO   -12.3189 eV
Charge   +1
SMILES string   [H]/N=C1/c2ccccc2N[C@](C)(Cl)[C@@H]1[NH3+]
HOMO-LUMO gap   8.91 eV

Geometry as XYZ:
```
27
Properties=species:S:1:pos:R:3:nbo_charge:R:1
C 3.2305 -0.5215 -0.6776 -0.2058
C 2.6933 -1.7702 -0.5953 -0.1639
C 2.4480 0.5878 -0.3646 -0.1040
C 1.4322 -2.0269 -0.1981 -0.2010
C 1.0729 0.3231 -0.0465 -0.2043
C 0.5686 -0.9648 -0.0093 0.0918
C 0.2263 1.5338 0.1972 0.2520
C -1.2431 1.2208 -0.2211 -0.1143
C -1.7443 -0.3398 0.5632 0.2153
C -2.4259 -0.1009 1.7865 -0.6843
N 0.7357 2.6026 0.6518 -0.5607
N -0.6946 -1.2412 0.5056 -0.6490
N -1.0554 0.7077 -1.6253 -0.7288
Cl -3.0083 -0.9445 -0.5218 -0.0607
H 4.1492 -0.3026 -1.1058 0.2310
H 3.3724 -2.6031 -0.8682 0.2390
H 2.8109 1.5668 -0.4011 0.2419
H 1.0960 -3.0748 0.0586 0.2394
H -1.9594 2.0285 -0.1340 0.2502
H -3.2046 0.6390 1.6771 0.2484
H -1.7765 0.2711 2.5008 0.2363
H -2.9765 -0.9773 2.2121 0.2579
H 0.1842 3.4210 0.8565 0.3728
H -0.7509 -1.9412 1.1834 0.4172
H -1.9998 0.4739 -1.9627 0.4585
H -0.4563 -0.0466 -1.2908 0.4820
H -0.7247 1.4795 -2.1704 0.4430
```



Record 2
This record from OMol25 describes C4H6N2O2 in the gas phase. The level of theory is ωB97M-V/def2-TZVPD.

Summary:
HOMO   -9.0543 eV
SMILES string   Cn1oc(=O)cc1N
HOMO-LUMO gap   9.61 eV

Geometry as XYZ:
```
14
Properties=species:S:1:pos:R:3:nbo_charge:R:1
C 1.8517 1.3108 0.0681 -0.4828
C 0.5967 0.8332 0.2542 0.4051
C 2.7969 0.2135 0.0720 0.7440
C -0.1531 -1.4884 -0.0881 -0.4542
N 0.7571 -0.7286 0.6383 -0.1641
N -0.6651 1.2769 0.3026 -0.8101
O 3.9407 0.1580 -0.2393 -0.5598
O 2.0915 -0.9739 0.3232 -0.3637
H 2.0439 2.4059 0.0550 0.2495
H -0.5829 -0.9824 -0.9742 0.1893
H 0.2580 -2.4938 -0.3567 0.2412
H -1.0272 -1.7700 0.6395 0.1993
H -0.9646 1.9269 -0.3030 0.4018
H -1.2233 0.8156 0.9401 0.4043
```



Record 3
This record from OMol25 describes a molecular structure, C29H22MnN6O5S3. The level of theory is ωB97M-V/def2-TZVPD.

Summary:
⟨S²⟩   0.777
HOMO (spin up / spin down)   -6.6097 / -6.5661 eV
Spin multiplicity   2
HOMO-LUMO gap (spin up / spin down)   5.79 / 5.76 eV

Geometry as XYZ:
```
66
Properties=species:S:1:pos:R:3:mulliken_spin:R:1
Mn -0.2221 -0.0807 1.0956 1.0675
S 3.8664 -4.1524 -0.0579 0.0002
C 5.3614 -4.9680 0.0823 0.0002
C 6.3939 -4.0976 0.2405 -0.0001
C 5.9645 -2.7444 0.2604 0.0003
C 4.6132 -2.6088 0.1160 0.0002
C 3.8254 -1.3703 0.0802 0.0006
C 2.4659 -1.3835 0.4410 0.0017
N 1.6930 -0.3196 0.4125 -0.0081
C 2.2410 0.8480 0.0060 0.0020
C 3.5873 0.9854 -0.3396 0.0032
C 4.0665 2.2839 -0.7347 0.0000
C 3.2390 3.3499 -0.7828 0.0011
C 1.8438 3.2224 -0.4553 -0.0025
C 0.9261 4.2818 -0.4775 0.0002
C -0.3919 4.0645 -0.1297 -0.0003
C -0.7700 2.7487 0.2098 -0.0131
N 0.0712 1.7386 0.2258 -0.0103
C 1.3647 1.9695 -0.0771 -0.0040
C -1.3809 5.1473 -0.0821 0.0002
C -1.1878 6.4788 -0.3311 -0.0002
C -2.3636 7.2512 -0.1625 0.0000
C -3.4295 6.4931 0.2153 -0.0001
S -3.0156 4.8477 0.3726 0.0000
C 4.3822 -0.1659 -0.3001 -0.0046
H 5.3976 -6.0441 0.0404 0.0000
H 7.4223 -4.4071 0.3526 0.0000
H 6.6308 -1.9067 0.4080 -0.0001
H 1.9977 -2.3030 0.7700 -0.0031
H 5.1137 2.3900 -0.9887 0.0001
H 3.6150 4.3234 -1.0717 -0.0001
H 1.2687 5.2714 -0.7524 -0.0004
H -1.7859 2.5085 0.5033 -0.0030
H -0.2358 6.9031 -0.6153 0.0000
H -2.4118 8.3200 -0.3073 0.0000
H -4.4362 6.8169 0.4224 0.0000
H 5.4231 -0.1094 -0.5941 -0.0004
O -2.1577 3.2379 5.7656 0.0008
C -1.7776 2.5443 4.8614 -0.0007
C -2.6427 1.9126 3.7727 -0.0019
O -3.8458 2.0259 3.6435 0.0012
C -1.7125 1.1737 2.9310 -0.0018
C -0.3928 1.2997 3.3741 0.0040
O 0.5852 0.7434 2.7381 -0.0052
C -0.3289 2.1317 4.5822 -0.0006
O 0.6415 2.4509 5.2314 -0.0013
O -1.9943 0.4935 1.8591 0.0047
C -4.5685 -0.8945 0.4723 -0.0006
C -3.5580 -0.2725 -0.4897 0.0003
C -2.4263 -1.1892 -0.8192 0.0024
N -1.1743 -1.0336 -0.5110 -0.0261
N -0.3435 -2.0109 -1.0201 0.0056
C -0.9904 -2.9014 -1.6943 0.0010
N -0.3940 -4.0112 -2.2315 0.0002
S -2.6909 -2.6040 -1.7939 -0.0003
H -5.3908 -0.2014 0.6423 0.0000
H -4.0955 -1.0791 1.4350 -0.0002
H -4.9813 -1.8280 0.0831 0.0000
H -3.1357 0.6188 -0.0353 -0.0011
H -4.0462 0.0053 -1.4279 -0.0006
H 0.6102 -3.9394 -2.2986 0.0001
H -0.8335 -4.4186 -3.0394 -0.0001
N -0.4840 -1.7970 2.2855 -0.0112
H -0.2537 -2.7325 1.9688 0.0000
H -1.4619 -1.7796 2.5614 0.0024
H 0.0728 -1.5902 3.1114 0.0016
```



Record 4
This record from OMol25 describes a molecular structure, C24H44Cl3N2O4PmSi. The level of theory is ωB97M-V/def2-TZVPD.

Summary:
⟨S²⟩   6.004
HOMO (spin up / spin down)   -8.5642 / -8.5642 eV
Spin multiplicity   5
HOMO-LUMO gap (spin up / spin down)   8.85 / 8.85 eV

Geometry as XYZ:
```
79
Properties=species:S:1:pos:R:3:mulliken_spin:R:1
C 2.6466 -2.7164 -2.6734 0.0000
C 2.0752 -1.8835 -3.7873 0.0007
H 2.3046 -3.7554 -2.7762 0.0000
H 2.3625 -2.3325 -1.6821 0.0001
H 3.7455 -2.7143 -2.7378 0.0000
C 1.9730 -2.3212 -5.0477 -0.0005
C 2.3044 -3.6928 -5.5185 0.0000
H 1.6720 -1.6264 -5.8385 0.0000
H 1.8642 -4.4873 -4.9006 0.0000
H 3.3870 -3.8653 -5.5781 0.0000
H 1.8961 -3.7895 -6.5281 0.0000
Pm 0.7041 -0.0444 2.8166 4.0262
Cl 2.2769 1.5517 4.1626 -0.0076
Cl 2.4421 0.1632 0.7261 -0.0076
C 0.0406 2.9683 1.9262 -0.0010
O -0.5476 1.9100 2.2839 0.0031
N -0.5942 3.9864 1.3525 0.0004
C -2.0235 3.8268 1.0280 0.0001
C 0.1602 4.9970 0.6292 -0.0001
H 1.1279 3.0741 2.1074 -0.0015
H -2.5284 3.3186 1.8582 -0.0002
H -2.1650 3.2414 0.0986 0.0000
H -2.4558 4.8248 0.8800 0.0000
H 1.1013 5.1805 1.1464 0.0000
H -0.4131 5.9251 0.5872 0.0000
H 0.3822 4.6721 -0.3981 0.0000
H -0.3008 -4.9887 3.5829 -0.0001
H -0.1017 -3.4010 0.9217 -0.0004
C -1.3376 -4.8707 3.2608 0.0001
C -1.1466 -3.7116 1.0619 0.0003
N -1.4914 -3.6443 2.4902 -0.0011
H -1.9760 -4.8153 4.1419 -0.0001
C -1.4885 -2.4891 3.1674 -0.0013
O -1.3375 -1.3381 2.6823 -0.0002
H -1.8183 -3.0517 0.4887 0.0000
H -1.6048 -2.5894 4.2582 0.0001
H -1.6215 -5.7227 2.6378 0.0000
H -1.2658 -4.7459 0.7472 0.0000
O 0.6980 -0.6168 -2.3022 -0.0003
C 1.6286 -0.4797 -3.3775 -0.0002
C -0.0054 0.0895 -5.2602 0.0000
C 1.1535 0.3797 -4.5331 -0.0001
H -0.5707 -0.8198 -5.0271 0.0000
C -0.3905 0.9126 -6.3282 0.0001
H 2.5207 -0.0174 -2.9368 -0.0004
C 1.9576 1.4623 -4.9210 0.0003
H -1.3028 0.6817 -6.8876 0.0000
C 0.3751 2.0296 -6.6729 0.0000
C 1.5744 2.2735 -5.9965 0.0002
H 2.9124 1.6008 -4.4125 0.0000
H 0.0696 2.6861 -7.5001 0.0000
H 2.2187 3.1091 -6.2874 0.0000
Si -0.5774 0.2892 -1.7242 -0.0003
Cl 1.6519 -2.7349 2.8216 -0.0051
C -2.1098 -0.1454 -2.7053 -0.0001
C -0.2449 2.1309 -1.8589 0.0000
C -0.8107 -0.1955 0.0395 0.0055
H -2.0986 0.3041 -3.7092 0.0000
H -2.9953 0.2235 -2.1632 0.0000
H -2.1786 -1.2402 -2.8043 0.0000
H -0.8821 -1.2781 0.1656 -0.0016
H -1.6423 0.3017 0.5512 -0.0002
H 0.1731 0.1539 0.4295 -0.0037
H -0.0201 2.4117 -2.9035 0.0000
H 0.6118 2.4162 -1.2259 0.0001
H -1.1384 2.6885 -1.5434 0.0000
C -1.0495 1.7094 7.0743 0.0000
C -0.5536 0.3311 7.5621 -0.0001
C -0.2509 -0.4969 6.2999 0.0011
O -0.4470 0.3480 5.1342 -0.0023
C -0.8999 1.6826 5.5487 -0.0021
H -2.0928 1.8663 7.3672 0.0000
H -0.4618 2.5265 7.4834 0.0000
H -1.3161 -0.1712 8.1653 0.0001
H 0.3538 0.4386 8.1764 0.0000
H 0.7877 -0.8474 6.2696 -0.0003
H -0.9422 -1.3479 6.2051 0.0000
H -1.8306 1.9163 5.0103 0.0001
H -0.1234 2.3849 5.1995 0.0001
```



Record 5
This record from OMol25 describes 2 unconnected molecules or ions with the total composition C8H18BNO5S. The level of theory is ωB97M-V/def2-TZVPD.

Summary:
HOMO   -8.8277 eV
SMILES string   O=C(OCCCCS)B(O)O.CN(C)C=O
HOMO-LUMO gap   8.12 eV

Geometry as XYZ:
```
34
Properties=species:S:1:pos:R:3:nbo_charge:R:1
O -3.6461 2.4790 -0.8382 -0.5206
C -2.3151 2.4192 -1.1220 0.4487
O -1.9088 1.5572 -2.2415 -0.5420
C -1.0887 0.4167 -1.8088 -0.1152
C -1.9267 -0.9120 -1.3427 -0.4359
C -2.5544 -0.8479 0.1697 -0.4447
C -1.5155 -0.3532 1.3370 -0.5165
S -2.2779 -0.9366 2.9884 -0.1239
B -1.3389 3.3709 -0.2035 1.1308
O 0.1547 3.3389 -0.3228 -0.9451
O -1.9369 4.2706 0.8095 -0.9209
H -0.3091 0.6503 -0.9688 0.2285
H -0.4499 0.0889 -2.7625 0.1895
H -2.8418 -1.1270 -2.0745 0.2294
H -1.2178 -1.8709 -1.3761 0.2121
H -2.9326 -1.9423 0.4603 0.2254
H -3.5215 -0.1723 0.1909 0.2297
H -0.4367 -0.8002 1.2605 0.2733
H -1.5543 0.8163 1.3765 0.1956
H -1.2961 -1.5845 3.7721 0.1398
H 0.5130 2.4678 0.0738 0.5096
H -2.4381 3.7054 1.4953 0.5159
C 1.8095 -0.9109 -0.6881 0.5546
O 0.7750 -0.4816 -0.1935 -0.6681
N 2.9580 -1.2248 0.0074 -0.4190
C 4.1445 -1.7292 -0.6524 -0.4004
C 2.9799 -1.0447 1.4441 -0.4202
H 1.8998 -1.0844 -1.7728 0.1247
H 4.3843 -2.7152 -0.2440 0.2016
H 4.9740 -1.0419 -0.4627 0.2024
H 3.9895 -1.8156 -1.7313 0.2159
H 2.1931 -1.6590 1.8918 0.2149
H 2.7800 0.0061 1.6742 0.2154
H 3.9513 -1.3334 1.8547 0.2145
```



Record 6
This record from OMol25 describes a molecular structure, C4H13N2. The level of theory is ωB97M-V/def2-TZVPD.

Summary:
HOMO   -13.7856 eV
Charge   +1
HOMO-LUMO gap   10.89 eV

Geometry as XYZ:
```
19
Properties=species:S:1:pos:R:3:nbo_charge:R:1
C 1.5523 1.7618 0.8311 -0.4219
N 0.2885 1.8521 0.0250 -0.7688
H 1.9339 2.7448 1.0784 0.2243
H 1.3437 1.1538 1.7041 0.2184
H 2.3182 1.2679 0.2469 0.2185
H 0.5117 2.2789 -0.8711 0.4044
H -0.2714 2.5673 0.4810 0.4065
H -0.2612 0.6671 -0.0663 0.4402
C 0.1380 -2.3541 1.0444 -0.3759
C 0.1519 -1.5271 0.0077 -0.0570
N -0.8487 -0.4985 -0.1703 -0.6059
C -1.5076 -0.5692 -1.5071 -0.4204
H -0.6646 -2.3531 1.7694 0.2121
H 0.9177 -3.0984 1.1115 0.2381
H 0.9419 -1.4935 -0.7303 0.2141
H -1.5635 -0.5979 0.5383 0.4055
H -2.0844 0.3410 -1.6499 0.2190
H -0.7373 -0.7036 -2.2636 0.2197
H -2.1589 -1.4391 -1.5791 0.2291
```



Record 7
This record from OMol25 describes a molecular structure, C22H27ClN4O3S. The level of theory is ωB97M-V/def2-TZVPD.

Summary:
HOMO   -7.8747 eV
HOMO-LUMO gap   8.15 eV

Geometry as XYZ:
```
58
Properties=species:S:1:pos:R:3:nbo_charge:R:1
C 6.0315 2.7630 -0.6341 -0.6572
C 6.2689 1.2623 -0.6181 0.0335
C 7.3962 0.7513 -1.1797 -0.2092
C 7.5340 -0.7270 -1.0394 -0.2078
C 6.5952 -1.6260 -0.4468 -0.1579
C 5.3737 -0.9648 0.2878 -0.2724
C 5.0801 0.3563 0.2330 0.2342
N 4.0172 1.1135 0.4962 -0.4605
C 3.0280 1.7375 -0.3668 -0.2186
H 3.6195 2.0116 -1.1831 0.2384
C 1.9041 0.9265 -0.6465 -0.2331
N 1.1947 0.3489 0.4239 -0.4077
C 0.0845 0.3831 0.8748 0.6821
O -0.2711 0.2974 2.1351 -0.7114
C -0.8700 1.3106 -0.0904 -0.2772
H -0.3614 2.1036 -0.3064 0.2032
C -1.3616 0.2179 -0.9955 -0.4095
C -2.4265 -0.6707 -0.3678 -0.2340
N -3.3767 0.1643 0.1518 -0.6592
S -4.7134 0.7017 -0.6639 2.1828
O -4.3846 0.4477 -2.2528 -0.9112
O -5.1962 2.0610 -0.1999 -0.8848
C -6.0022 -0.3780 -0.3133 -0.4322
C -6.2883 -1.5508 -0.9898 -0.1138
C -7.2196 -2.3196 -1.0221 -0.2551
C -7.8393 -2.1946 0.3741 0.0973
N -7.6950 -1.3376 1.1371 -0.4189
C -6.7251 -0.1444 0.7376 0.0840
H -6.6912 0.5269 1.5046 0.2229
H -8.6713 -2.9176 0.8026 0.1785
H -7.4271 -3.2567 -1.4176 0.2319
H -5.6728 -1.7621 -2.1876 0.2249
C -3.0080 0.9671 1.3058 -0.2590
C -2.0561 1.8391 0.7686 -0.4005
H -1.6924 2.4655 1.6491 0.2336
H -2.5118 2.8523 0.1526 0.2193
H -3.8938 1.4329 1.5127 0.2281
H -2.5857 0.3254 2.3260 0.2504
H -2.8347 -1.1930 -1.2208 0.2447
H -2.0112 -1.1288 0.3837 0.2038
H -0.5042 -0.2437 -1.3690 0.2037
H -2.0638 1.0354 -1.5670 0.2376
C 2.1290 -0.4764 1.4364 -0.2389
C 3.3355 0.3664 1.7967 -0.2076
H 4.0183 0.0511 2.3094 0.1875
H 3.1279 1.2716 2.3464 0.2040
H 1.7665 -0.8370 2.3482 0.2616
H 2.7228 -1.4756 0.9308 0.1963
H 1.2975 1.3014 -1.4537 0.2472
H 2.2817 -0.0679 -1.1259 0.2051
H 2.6569 2.6186 0.1943 0.1978
H 4.7696 -1.4621 0.7318 0.1599
Cl 7.0353 -3.0819 -0.1610 0.1258
H 8.4272 -1.2324 -1.3351 0.2013
H 8.0753 1.2005 -1.5628 0.1761
H 5.5635 3.1559 -1.4525 0.2083
H 5.3560 3.0881 0.0305 0.2182
H 6.8856 3.2283 -0.6245 0.2139
```



Record 8
This record from OMol25 describes 2 unconnected molecules or ions with the total composition C2H5O3P. The level of theory is ωB97M-V/def2-TZVPD.

Summary:
HOMO (spin up / spin down)   -8.9770 / -8.9625 eV
HOMO-LUMO gap (spin up / spin down)   8.98 / 8.67 eV

Geometry as XYZ:
```
11
Properties=species:S:1:pos:R:3:nbo_charge:R:1
C -0.2513 0.5054 -0.0167 0.7542
C 2.2945 0.5180 0.1750 -0.5260
O -0.7795 1.4844 -0.7883 -0.2834
O -0.8189 1.5470 0.6439 -0.2803
O -0.6907 -0.7290 0.0337 -0.7606
P -2.3892 -1.0259 0.0343 0.6303
H 2.3291 0.4986 1.2439 0.1898
H 2.4287 1.4476 -0.3368 0.1915
H 2.4441 -0.3926 -0.3672 0.1890
H -2.3980 -1.5855 -1.2584 -0.0553
H -2.1688 -2.2679 0.6366 -0.0491
```



Total energy for the records above, in order: -1013.00044, -415.92316, -4168.68320, -3630.08663, -1169.53740, -269.44595, -2156.92154, -646.01240 hartree